Entry 1:
This record from the OMol25 dataset describes a cluster of 2 separate species, C4N4Si in total at a distorted geometry. The level of theory is ωB97M-V/def2-TZVPD.

Computed properties:
Spin multiplicity: 1
Relative energy (zero: lowest compared OMol25 entry of this formula, charge and spin): 17.9 kJ/mol
Net charge: 0

Last column: Löwdin charge in e.
Positions of all 9 atoms, in Å:
Si (0.36, -0.10, -0.24)  0.726
N (1.85, 1.77, 1.71)  0.115
N (1.72, -2.55, 0.54)  0.160
N (-0.85, 0.69, -2.79)  0.154
N (-3.22, 0.49, 0.88)  -0.039
C (1.09, -1.68, 0.15)  -0.311
C (1.39, 0.99, 1.02)  -0.269
C (-0.16, 0.29, -1.95)  -0.286
C (-2.17, 0.10, 0.68)  -0.250

Entry 2:
This record from the OMol25 dataset describes a structure of composition C4O2 at a distorted geometry. The level of theory is ωB97M-V/def2-TZVPD.

Computed properties:
Spin multiplicity: 1
Relative energy (zero: lowest compared OMol25 entry of this formula, charge and spin): 70.2 kJ/mol
Net charge: 0

Last column: Löwdin charge in e.
Positions of all 6 atoms, in Å:
O (-2.84, -0.47, -0.29)  0.229
O (2.78, -0.37, -0.53)  0.050
C (2.01, -0.38, 0.35)  -0.048
C (-0.65, 0.42, 0.10)  -0.151
C (0.45, 0.94, 0.43)  0.103
C (-1.75, -0.14, -0.07)  -0.183

Entry 3:
This record from the OMol25 dataset describes a cluster of 12 separate species, C50H101Br8F9O21 in total at a distorted geometry. The level of theory is ωB97M-V/def2-TZVPD.

Computed properties:
Spin multiplicity: 1
SMILES: CCOC(=O)C(F)(F)F.CCOC(=O)C(F)(F)F.CCOC(=O)C(F)(F)F.COCCOCCOC.COCCOCCOC.COCCOCCOC.COCCOCCOC.COCCOCCOC.BrCCBr.BrCCBr.BrCCBr.BrCCBr
Net charge: 0

Last column: Löwdin charge in e.
Positions of all 189 atoms, in Å:
Br (2.69, 3.37, 0.74)  0.742
Br (2.05, -0.47, -7.65)  0.708
Br (5.35, 0.74, -6.19)  0.630
Br (-0.12, 4.71, -1.75)  0.705
Br (4.92, 3.02, -2.04)  0.786
Br (-1.27, -3.27, -6.66)  0.743
Br (-1.91, 0.99, -8.06)  0.608
Br (-3.09, 2.53, -4.50)  0.573
F (8.35, 1.73, -0.60)  0.198
F (7.12, 2.85, 0.74)  0.156
F (-1.16, -6.25, -5.24)  0.118
F (-0.22, 7.14, 2.35)  0.170
F (1.30, 6.14, 1.14)  0.054
F (-0.58, 5.11, 1.59)  0.136
F (8.22, 1.10, 1.46)  0.184
F (-0.21, -6.74, -3.46)  0.205
F (-2.27, -7.42, -3.75)  0.177
O (-1.05, -4.31, -2.68)  0.095
O (-3.13, -4.91, -3.46)  0.026
O (0.80, 4.12, 3.48)  -0.021
O (5.55, 0.66, 1.08)  0.018
O (6.31, 0.07, -0.99)  0.092
O (2.70, -9.72, 3.55)  -0.189
O (1.80, -6.21, 3.40)  -0.130
O (-5.10, 2.21, 3.49)  -0.174
O (-0.82, 0.20, 1.81)  -0.202
O (1.71, 6.16, 4.01)  0.156
O (-1.75, -3.17, 9.61)  -0.170
O (-0.52, 1.16, 5.89)  -0.181
O (-5.01, -0.04, 1.53)  -0.154
O (-2.26, 6.37, -5.49)  -0.187
O (-1.55, -1.16, 7.35)  -0.115
O (0.23, -4.02, 2.38)  -0.182
O (1.34, 0.02, -3.52)  -0.175
O (3.27, 4.50, -5.93)  -0.165
O (0.19, -0.62, -0.84)  -0.153
O (0.49, 5.25, -6.22)  -0.154
O (-3.66, -1.33, -0.75)  -0.186
C (4.81, -1.65, 1.07)  -0.026
C (1.31, -5.23, 4.26)  -0.227
C (-3.68, -3.77, -2.85)  -0.196
C (2.37, 4.74, -4.89)  -0.227
C (0.32, 5.94, 2.10)  -0.520
C (0.02, -0.33, -3.25)  -0.176
C (-0.60, -1.49, 8.30)  -0.237
C (1.93, 0.95, -2.64)  -0.105
C (-1.67, 1.54, 5.11)  -0.069
C (-0.12, -1.28, -2.06)  -0.173
C (0.32, -0.61, 1.53)  -0.172
C (-1.64, -0.93, -8.11)  -0.710
C (-6.17, 1.55, 2.89)  -0.221
C (1.05, -3.96, 3.51)  -0.225
C (0.08, -1.45, 0.29)  -0.172
C (1.35, 5.78, -5.24)  -0.210
C (-1.38, -6.44, -3.93)  -0.574
C (3.88, 4.71, 0.03)  -0.636
C (2.01, 2.14, 4.16)  -0.060
C (-3.47, -1.65, 0.56)  -0.236
C (6.42, 0.68, 0.09)  -0.410
C (2.91, 3.51, -6.85)  -0.114
C (-0.82, 1.55, 1.28)  -0.070
C (2.08, -7.44, 4.09)  -0.168
C (-4.78, -1.44, 1.34)  -0.163
C (-1.17, -3.99, 2.54)  -0.082
C (1.62, -10.60, 3.80)  -0.099
C (-3.29, 0.02, -1.15)  -0.045
C (-1.84, -5.10, -3.28)  -0.328
C (-3.47, -2.57, -3.77)  -0.062
C (7.56, 1.62, 0.43)  -0.604
C (-1.22, -1.18, 6.00)  -0.190
C (1.01, 5.42, 3.36)  -0.421
C (-3.95, 2.39, 2.67)  -0.091
C (1.43, 3.46, 4.65)  -0.118
C (3.82, -0.14, -5.38)  -0.691
C (4.44, -0.16, 0.80)  -0.208
C (3.04, -1.19, -6.22)  -0.687
C (-1.81, 4.15, -2.54)  -0.659
C (-0.33, 6.14, -6.98)  -0.174
C (2.42, -8.47, 3.01)  -0.216
C (-1.23, -1.89, 9.58)  -0.251
C (-0.15, -0.14, 5.59)  -0.233
C (-1.50, -1.39, -6.68)  -0.784
C (-1.29, 7.04, -6.18)  -0.256
C (4.12, 4.62, -1.48)  -0.704
C (-5.88, 0.08, 2.66)  -0.191
C (-1.44, 3.54, -3.87)  -0.596
C (-2.51, -3.55, 10.76)  -0.091
C (-3.24, 5.87, -6.39)  -0.087
H (-1.12, -1.74, -2.06)  0.107
H (1.15, -7.78, 4.58)  0.125
H (-0.74, -1.13, -8.67)  0.015
H (1.97, 3.80, -4.50)  0.117
H (3.33, -8.14, 2.52)  0.128
H (0.47, -1.35, 2.33)  0.110
H (0.73, 6.10, -4.39)  0.093
H (-2.64, -4.64, 10.67)  0.091
H (3.73, 3.49, -7.58)  0.096
H (0.80, -2.25, 0.16)  0.132
H (2.81, 2.53, -6.40)  0.045
H (-0.75, 5.42, -7.72)  0.129
H (0.82, -0.43, 6.06)  0.135
H (0.69, -3.13, 4.15)  0.112
H (3.66, -2.00, -6.66)  0.067
H (-0.02, 1.68, 0.57)  0.062
H (1.77, 0.67, -1.61)  0.076
H (0.02, -0.17, 4.47)  0.111
H (4.21, 0.02, -0.26)  0.115
H (2.12, 4.22, 4.97)  0.112
H (2.99, 5.10, -4.06)  0.102
H (-1.90, -3.38, 11.64)  0.071
H (2.00, 3.79, -7.37)  0.077
H (-2.17, -0.91, 5.52)  0.116
H (3.43, 5.65, 0.34)  0.048
H (-0.39, -1.81, 10.33)  0.139
H (2.97, 0.92, -2.85)  0.030
H (-5.59, -1.82, 0.73)  0.128
H (0.81, -10.10, 4.32)  0.077
H (-1.67, 7.76, -6.93)  0.129
H (-2.63, -1.09, 0.98)  0.106
H (4.82, 4.57, 0.54)  0.047
H (-3.20, -3.70, -1.85)  0.118
H (2.95, 2.22, 3.59)  0.055
H (-1.42, -3.22, 3.26)  0.083
H (-0.65, -0.89, -6.20)  0.015
H (-1.87, 2.62, 5.22)  0.105
H (-0.38, -0.94, -4.06)  0.105
H (0.59, -2.06, -2.24)  0.128
H (1.64, -8.58, 2.26)  0.129
H (1.99, 6.67, -5.57)  0.162
H (-4.06, 0.75, -0.88)  0.087
H (-1.57, 1.34, 4.05)  0.057
H (5.30, -1.80, 2.05)  0.088
H (0.37, -5.56, 4.81)  0.148
H (-0.99, -2.21, 5.72)  0.113
H (-4.74, -3.98, -2.66)  0.135
H (-6.43, 2.03, 1.94)  0.129
H (-3.94, 6.60, -6.88)  0.112
H (-1.66, -3.81, 1.60)  0.062
H (1.25, -11.05, 2.86)  0.090
H (-3.81, 5.16, -5.78)  0.053
H (0.59, 3.29, 5.30)  0.108
H (-4.12, 2.43, 1.60)  0.090
H (-0.70, 2.77, -3.79)  0.014
H (4.21, -0.72, -4.54)  0.061
H (-7.07, 1.63, 3.52)  0.136
H (-3.26, -0.05, -2.25)  0.062
H (-3.23, -2.71, 0.59)  0.106
H (0.18, 6.94, -7.59)  0.134
H (3.65, 0.29, 1.42)  0.099
H (0.01, -2.29, 7.90)  0.126
H (-3.48, -3.00, 10.95)  0.104
H (-4.08, -1.70, -3.45)  0.082
H (1.57, 1.96, -2.79)  0.067
H (-1.74, 1.69, 0.73)  0.067
H (1.23, -0.03, 1.46)  0.109
H (-6.78, -0.45, 2.46)  0.111
H (-2.27, 3.38, -1.88)  0.045
H (-2.53, -1.32, -8.61)  0.057
H (1.32, 1.53, 3.57)  0.060
H (2.12, -4.99, 4.93)  0.125
H (3.20, 4.68, -2.10)  0.016
H (-1.27, 4.31, -4.64)  0.036
H (-3.82, -2.88, -4.77)  0.078
H (-0.61, 0.56, -3.15)  0.115
H (-2.45, 5.04, -2.60)  0.071
H (2.25, 1.59, 5.10)  0.091
H (-0.87, -1.93, 0.36)  0.091
H (-2.33, 0.36, -0.72)  0.070
H (-1.55, -4.95, 2.91)  0.095
H (2.29, -1.55, -5.52)  0.040
H (5.44, -2.02, 0.27)  0.072
H (0.13, -0.67, 8.45)  0.139
H (-2.42, -2.30, -3.87)  0.042
H (-2.69, 5.25, -7.10)  0.075
H (3.90, -2.25, 1.08)  0.065
H (-0.76, 2.30, 2.08)  0.079
H (2.89, -7.32, 4.81)  0.131
H (3.21, 0.64, -4.97)  0.006
H (-0.67, 7.63, -5.50)  0.127
H (2.03, -11.42, 4.38)  0.091
H (-3.38, 3.21, 3.08)  0.088
H (-4.78, -1.98, 2.32)  0.131
H (-5.40, -0.31, 3.59)  0.139
H (4.78, 5.40, -1.90)  0.071
H (2.05, -3.58, 3.21)  0.134
H (-3.38, 1.47, 2.88)  0.069
H (-1.90, -1.05, 9.82)  0.138
H (-2.51, 0.97, 5.50)  0.086
H (-2.41, -1.18, -6.12)  0.045

Entry 4:
This record from the OMol25 dataset describes a cluster of 10 separate species, C50H101BrNO14P2 in total. The level of theory is ωB97M-V/def2-TZVPD.

Computed properties:
Spin multiplicity: 1
Net charge: -1

Last column: Löwdin charge in e.
Positions of all 169 atoms, in Å:
Br (0.08, 0.03, 3.08)  0.713
P (1.31, -2.09, 0.83)  0.687
P (2.31, 0.78, -2.05)  0.780
O (1.24, 1.40, -2.88)  -0.433
O (2.07, -2.80, 3.43)  -0.252
O (-6.37, 6.36, -4.32)  -0.146
O (4.22, -6.96, 2.45)  -0.140
O (2.40, -0.96, 1.55)  -0.324
O (0.81, 1.48, 0.07)  0.012
O (2.91, -9.14, 6.06)  -0.157
O (8.00, -2.01, 3.58)  -0.145
O (8.85, 3.47, -1.67)  -0.145
O (4.69, 5.33, -4.08)  -0.171
O (-2.01, 7.64, -3.10)  -0.143
O (1.04, -0.75, -0.46)  -0.244
O (-14.36, 1.12, -0.80)  -0.146
O (-12.13, 5.16, -3.78)  -0.141
N (1.83, 3.68, 0.19)  0.158
C (-1.17, -2.48, 2.39)  -0.341
C (1.76, 0.34, -0.32)  -0.569
C (-14.49, -0.97, -1.88)  -0.169
C (3.50, -9.67, 8.28)  -0.169
C (-6.89, 7.34, -6.40)  -0.168
C (-14.76, 0.14, -2.90)  -0.168
C (2.96, -3.58, 4.18)  -0.115
C (3.04, -7.62, 2.92)  -0.196
C (-11.54, 4.53, -1.58)  -0.161
C (0.67, -4.67, -0.39)  -0.297
C (2.68, -10.53, 6.24)  -0.209
C (-0.85, 6.82, -3.29)  -0.214
C (1.35, 2.63, 0.14)  -0.415
C (3.58, -8.60, 7.20)  -0.199
C (-12.17, 3.73, -3.71)  -0.206
C (4.27, 0.02, 0.40)  -0.156
C (2.62, 5.21, -2.94)  -0.159
C (-5.93, 7.37, -5.22)  -0.214
C (7.81, 4.35, -2.12)  -0.206
C (-11.32, 3.34, -2.50)  -0.161
C (9.26, -1.93, 2.94)  -0.207
C (3.14, 6.64, -2.86)  -0.166
C (8.09, -1.53, 4.92)  -0.210
C (4.62, 6.45, -3.19)  -0.206
C (-15.11, 1.31, -1.99)  -0.208
C (9.58, -1.42, 5.22)  -0.172
C (-2.69, 5.37, -2.99)  -0.160
C (-11.57, 5.69, -2.57)  -0.203
C (5.11, -0.03, 2.80)  -0.094
C (5.20, 0.65, 1.43)  -0.245
C (-1.19, 5.45, -2.74)  -0.172
C (1.75, -3.37, 2.16)  -0.277
C (9.27, 2.64, -2.75)  -0.217
C (5.25, -7.91, 2.23)  -0.209
C (-3.12, 6.81, -2.72)  -0.200
C (3.26, -9.10, 2.69)  -0.164
C (8.23, 2.81, -3.85)  -0.168
C (2.79, 0.14, 0.82)  -0.357
C (3.43, 4.66, -4.10)  -0.187
C (3.51, -10.95, 7.45)  -0.169
C (4.77, -9.21, 2.87)  -0.169
C (0.23, -3.20, -0.29)  -0.280
C (-8.19, 6.89, -5.73)  -0.169
C (-13.80, -0.19, -0.77)  -0.206
C (-7.67, 5.90, -4.70)  -0.206
C (-1.15, -2.68, 3.90)  -0.163
C (10.14, -1.08, 3.85)  -0.172
C (7.78, 4.25, -3.63)  -0.165
C (-0.26, -1.40, 1.76)  -0.645
C (-0.13, -5.67, 0.46)  -0.119
H (-10.76, 4.65, -0.83)  0.113
H (5.07, 7.32, -3.68)  0.115
H (1.61, -10.70, 6.42)  0.119
H (-0.83, -0.85, 1.02)  0.043
H (-11.63, 2.39, -2.07)  0.103
H (-0.62, 4.65, -3.22)  0.107
H (3.60, 3.58, -4.02)  0.109
H (6.22, 0.60, 1.07)  0.099
H (-8.66, 7.74, -5.23)  0.113
H (4.53, -11.19, 7.15)  0.112
H (2.65, -3.59, 5.23)  0.081
H (2.90, -7.40, 3.98)  0.108
H (6.18, -7.53, 2.67)  0.115
H (-13.88, -1.78, -2.27)  0.111
H (2.70, 1.02, 1.48)  0.135
H (-12.19, 6.52, -2.24)  0.116
H (-10.56, 6.06, -2.78)  0.103
H (-0.98, 5.41, -1.67)  0.120
H (-2.20, -2.26, 2.09)  0.104
H (10.26, 2.97, -3.09)  0.112
H (1.74, -4.75, -0.17)  0.083
H (-0.14, -2.72, 4.29)  0.049
H (7.56, -2.22, 5.58)  0.118
H (9.80, -0.67, 5.98)  0.108
H (-3.33, 6.96, -1.66)  0.119
H (-0.84, -3.15, -0.10)  0.074
H (-10.27, 3.26, -2.78)  0.114
H (-4.89, 7.17, -5.50)  0.115
H (5.97, 0.26, 3.41)  0.052
H (2.69, -9.72, 3.39)  0.091
H (-7.58, 4.90, -5.12)  0.119
H (5.41, -8.04, 1.15)  0.116
H (2.55, -9.58, 8.83)  0.113
H (2.67, 7.27, -3.62)  0.108
H (4.50, -1.05, 0.32)  0.120
H (7.60, -0.55, 4.98)  0.108
H (1.55, 5.13, -3.10)  0.088
H (-2.89, 5.11, -4.03)  0.112
H (5.02, -9.23, 3.94)  0.104
H (3.10, -7.66, 7.48)  0.120
H (-16.18, 1.32, -1.75)  0.117
H (9.67, -2.94, 2.82)  0.114
H (4.45, 0.49, -0.56)  0.066
H (-0.93, -3.44, 1.93)  0.049
H (0.00, 7.29, -2.79)  0.108
H (4.21, 0.25, 3.34)  0.078
H (-0.63, 6.77, -4.37)  0.117
H (-4.00, 7.10, -3.29)  0.087
H (2.42, -2.54, -0.01)  0.059
H (-13.21, 3.41, -3.58)  0.099
H (3.01, -4.62, 3.84)  0.068
H (0.57, -4.97, -1.43)  0.091
H (4.31, -9.60, 9.00)  0.110
H (2.18, -7.22, 2.37)  0.106
H (3.10, -11.81, 7.97)  0.109
H (9.97, -2.38, 5.57)  0.110
H (0.38, -5.93, 1.39)  0.039
H (2.62, -3.91, 1.77)  0.090
H (-6.57, 6.59, -7.13)  0.113
H (-5.96, 8.34, -4.71)  0.120
H (6.80, 4.48, -4.05)  0.091
H (2.97, -11.06, 5.33)  0.109
H (-13.85, 0.36, -3.47)  0.110
H (0.39, -2.73, -1.26)  0.070
H (-15.44, -1.39, -1.53)  0.112
H (3.45, 1.60, -1.97)  0.003
H (2.94, 4.86, -5.06)  0.117
H (2.99, 7.11, -1.89)  0.114
H (-1.70, -1.89, 4.41)  0.044
H (9.12, -1.50, 1.95)  0.117
H (-14.85, 2.28, -2.42)  0.099
H (-6.97, 8.30, -6.91)  0.110
H (-15.56, -0.10, -3.61)  0.110
H (-1.10, -5.27, 0.73)  0.061
H (9.36, 1.62, -2.39)  0.113
H (-12.50, 4.44, -1.06)  0.113
H (4.94, 1.71, 1.53)  0.108
H (-11.79, 3.33, -4.65)  0.117
H (-13.97, -0.62, 0.22)  0.116
H (2.98, -9.39, 1.67)  0.114
H (0.95, -4.10, 2.32)  0.073
H (5.19, 6.22, -2.28)  0.112
H (-3.20, 4.65, -2.36)  0.114
H (7.39, 2.13, -3.69)  0.113
H (3.98, -3.17, 4.14)  0.081
H (8.64, 2.62, -4.84)  0.108
H (6.86, 4.02, -1.68)  0.118
H (11.20, -1.31, 3.74)  0.107
H (5.21, -10.10, 2.41)  0.107
H (8.51, 4.94, -4.07)  0.114
H (-0.29, -6.60, -0.09)  0.060
H (10.00, -0.02, 3.63)  0.113
H (8.02, 5.35, -1.75)  0.114
H (-8.29, 5.84, -3.80)  0.103
H (2.71, -0.46, -2.55)  0.034
H (-8.91, 6.45, -6.41)  0.110
H (5.14, -1.11, 2.69)  0.073
H (2.86, 4.67, -2.02)  0.089
H (-1.66, -3.62, 4.14)  0.066
H (-12.72, -0.13, -0.94)  0.114
H (4.62, -8.38, 6.94)  0.118

The records above yield lowest unoccupied orbital energy values of -0.1217 -0.0479 0.0134 0.0679 hartree, respectively.
The records above yield gap between HOMO and LUMO values of 8.721 8.730 9.710 6.849 eV, respectively.